Record 1
A 2-piece molecular cluster, C4H9NO overall in a non-equilibrium geometry. Source: the Open Molecules 2025 dataset; level of theory: wB97M-V/def2-TZVPD.

Its LUMO energy (alpha / beta) is -0.186 / -0.334 Eh. The value obtained for the frontier orbital gap (alpha / beta) is 8.841 / 4.806 eV. As for the expectation value of S²: 0.76.

The geometry in ORCA input format:
```
! RIJCOSX wB97M-V def2-TZVPD def2/J DEFGRID3
* xyz 1 2
C 0.3893 -1.2031 0.7714
C -1.3765 -0.6314 2.1799
N -1.0712 -1.3381 1.0975
H 0.7730 -0.1876 1.0261
H 0.8601 -1.9982 1.3942
H 0.4844 -1.3017 -0.3485
H -2.2679 -0.7175 2.7988
H -0.6395 0.0157 2.6443
C 1.1945 1.4454 -1.3267
C 0.0812 1.1623 -2.0611
O -0.7984 0.1603 -2.0271
H 1.9407 2.1014 -1.7550
H 1.5079 0.8213 -0.4608
H -0.3198 1.8008 -2.8699
H -0.7577 -0.1296 -1.0632
*
```

Partial atomic charges computed with the Löwdin method, in multiples of e: atom 1 (C): -0.16, atom 2 (C): -0.02, atom 3 (N): -0.08, atom 4 (H): 0.05, atom 5 (H): 0.11, atom 6 (H): 0.07, atom 7 (H): 0.08, atom 8 (H): 0.06, atom 9 (C): 0.26, atom 10 (C): -0.07, atom 11 (O): 0.18, atom 12 (H): 0.12, atom 13 (H): 0.10, atom 14 (H): 0.17, atom 15 (H): 0.12



Record 2
A 2-piece molecular cluster, C9H14 overall in a non-equilibrium geometry. Source: the Open Molecules 2025 dataset; level of theory: wB97M-V/def2-TZVPD.

Its LUMO energy is 0.039 Eh. The structure (SMILES) is Cc1ccccc1.CC. The value obtained for the frontier orbital gap is 9.887 eV.

The geometry in ORCA input format:
```
! RIJCOSX wB97M-V def2-TZVPD def2/J DEFGRID3
* xyz 0 1
C -1.1698 -3.0961 1.2828
C -1.3854 -2.2773 2.5147
H -1.8124 -4.0319 1.2469
H -1.5890 -2.6082 0.3888
H -0.1837 -3.5893 1.1448
H -0.6620 -2.4429 3.3065
H -2.3563 -2.3324 2.9875
H -1.1639 -1.1902 2.3181
C -0.3585 1.3346 1.5448
C 0.9286 -0.3655 -1.6486
C 0.9943 0.7756 -2.4373
C 0.4285 -0.2825 -0.3582
C 0.1798 1.0125 0.1702
C 0.7816 2.0500 -1.9693
C 0.4712 2.1354 -0.6379
H 1.2787 -1.3322 -2.0618
H 1.2911 0.5796 -3.4747
H 0.4367 -1.1469 0.3145
H 0.7740 2.8867 -2.6490
H -0.0652 2.3815 1.6353
H -0.0752 0.6252 2.3048
H 0.5979 3.1958 -0.2527
H -1.4592 1.3392 1.4624
*
```

Partial atomic charges computed with the Löwdin method, in multiples of e: atom 1 (C): -0.20, atom 2 (C): -0.18, atom 3 (H): 0.08, atom 4 (H): 0.06, atom 5 (H): 0.07, atom 6 (H): 0.06, atom 7 (H): 0.06, atom 8 (H): 0.04, atom 9 (C): -0.06, atom 10 (C): -0.10, atom 11 (C): -0.12, atom 12 (C): -0.04, atom 13 (C): -0.26, atom 14 (C): -0.10, atom 15 (C): -0.08, atom 16 (H): 0.11, atom 17 (H): 0.10, atom 18 (H): 0.09, atom 19 (H): 0.10, atom 20 (H): 0.07, atom 21 (H): 0.06, atom 22 (H): 0.13, atom 23 (H): 0.09



Record 3
C45H37OP2Tb as an isolated structure in a non-equilibrium geometry. Source: the Open Molecules 2025 dataset; level of theory: wB97M-V/def2-TZVPD.

Its LUMO energy (alpha / beta) is -0.288 / -0.283 Eh. The value obtained for the frontier orbital gap (alpha / beta) is 5.479 / 5.650 eV. As for the expectation value of S²: 12.71.

The geometry in ORCA input format:
```
! RIJCOSX wB97M-V def2-TZVPD def2/J DEFGRID3
* xyz 2 7
Tb 0.4666 0.8846 -0.1975
P 0.0693 1.3347 2.6573
C -0.9419 -1.8264 0.6804
O -1.4582 -2.7392 1.1305
P 1.6143 -0.9980 -2.0564
C -1.4143 0.5985 3.3872
C -0.3299 3.1001 2.3352
C 1.4757 1.2222 3.8150
C 3.0550 -2.0924 -1.7899
C 0.2321 -1.8680 -2.8972
C 2.0290 0.3764 -3.2209
C -1.3934 0.0044 4.6626
C -2.5877 -0.4947 5.1937
C -3.8018 -0.4492 4.5013
C -3.7696 0.0943 3.2112
C -2.5974 0.5592 2.6198
H -0.4413 -0.1352 5.1777
H -2.5511 -1.0255 6.1431
H -4.7220 -0.8545 4.9523
H -4.7026 0.0988 2.6540
H -2.6024 0.8116 1.5610
C 2.0574 -0.0421 4.0499
C 3.1320 -0.1461 4.9382
C 3.6724 0.9489 5.6131
C 3.1141 2.1783 5.2943
C 2.0722 2.3561 4.3846
H 1.7251 -0.9286 3.4989
H 3.6072 -1.1016 5.1057
H 4.5008 0.8625 6.3287
H 3.5536 3.0567 5.7275
H 1.7442 3.3453 4.0659
C -1.2704 3.8027 3.0927
C -1.4777 5.1588 2.8308
C -0.8312 5.8541 1.8102
C 0.0642 5.1065 1.0229
C 0.3405 3.7504 1.2635
H -1.8323 3.2728 3.8491
H -2.1883 5.7026 3.4328
H -1.0073 6.9335 1.6377
H 0.5258 5.6241 0.1747
H 1.0588 3.2455 0.5823
C -0.6385 -1.2263 -3.7915
C -1.5981 -1.9948 -4.4500
C -1.7973 -3.3544 -4.2055
C -0.9864 -3.9425 -3.2207
C -0.0073 -3.2142 -2.5421
H -0.5964 -0.1552 -3.9165
H -2.3026 -1.5150 -5.1193
H -2.5906 -3.9428 -4.6985
H -1.1880 -4.9747 -2.9102
H 0.5265 -3.6827 -1.7120
C 3.2618 -2.7070 -0.5290
C 4.3649 -3.5449 -0.3091
C 5.2827 -3.8476 -1.3145
C 5.0331 -3.2281 -2.5249
C 3.9886 -2.3425 -2.7900
H 2.5983 -2.4984 0.3147
H 4.5584 -3.9725 0.6726
H 6.1374 -4.5167 -1.1392
H 5.7435 -3.4302 -3.2909
H 3.8454 -1.8037 -3.7149
C 2.2368 0.1412 -4.5823
C 2.6714 1.1965 -5.3958
C 2.8091 2.5044 -4.9342
C 2.5080 2.7238 -3.5766
C 2.1410 1.6946 -2.6943
H 2.0331 -0.8543 -4.9562
H 2.8859 0.9884 -6.4340
H 3.1469 3.3046 -5.6144
H 2.5706 3.7617 -3.2444
H 1.9140 1.9522 -1.6354
H 1.5807 -0.1191 0.8435
H 2.2159 0.7138 0.8101
C -1.6527 0.9163 -0.6613
C -2.6566 0.2894 -1.0016
C -3.7663 -0.4811 -1.3403
C -3.7187 -1.8930 -1.4604
C -4.9017 -2.5844 -1.7334
C -6.1059 -1.9818 -1.9357
C -6.1130 -0.6247 -1.8987
C -5.0006 0.1503 -1.6222
H -2.7434 -2.4477 -1.3838
H -4.8590 -3.6315 -1.7806
H -6.9944 -2.5419 -2.1185
H -7.0045 -0.1190 -2.0597
H -5.0219 1.2532 -1.6218
*
```

Partial atomic charges computed with the Löwdin method, in multiples of e: atom 1 (Tb): 1.09, atom 2 (P): 1.00, atom 3 (C): 0.02, atom 4 (O): 0.11, atom 5 (P): 1.01, atom 6 (C): -0.38, atom 7 (C): -0.38, atom 8 (C): -0.38, atom 9 (C): -0.36, atom 10 (C): -0.36, atom 11 (C): -0.37, atom 12 (C): -0.06, atom 13 (C): -0.06, atom 14 (C): -0.04, atom 15 (C): -0.06, atom 16 (C): -0.11, atom 17 (H): 0.10, atom 18 (H): 0.11, atom 19 (H): 0.13, atom 20 (H): 0.11, atom 21 (H): 0.06, atom 22 (C): -0.11, atom 23 (C): -0.07, atom 24 (C): -0.04, atom 25 (C): -0.06, atom 26 (C): -0.06, atom 27 (H): 0.11, atom 28 (H): 0.11, atom 29 (H): 0.13, atom 30 (H): 0.11, atom 31 (H): 0.11, atom 32 (C): -0.05, atom 33 (C): -0.04, atom 34 (C): -0.03, atom 35 (C): -0.06, atom 36 (C): -0.14, atom 37 (H): 0.12, atom 38 (H): 0.12, atom 39 (H): 0.13, atom 40 (H): 0.12, atom 41 (H): 0.05, atom 42 (C): -0.09, atom 43 (C): -0.07, atom 44 (C): -0.05, atom 45 (C): -0.07, atom 46 (C): -0.10, atom 47 (H): 0.11, atom 48 (H): 0.12, atom 49 (H): 0.13, atom 50 (H): 0.12, atom 51 (H): 0.11, atom 52 (C): -0.10, atom 53 (C): -0.07, atom 54 (C): -0.04, atom 55 (C): -0.06, atom 56 (C): -0.06, atom 57 (H): 0.09, atom 58 (H): 0.11, atom 59 (H): 0.13, atom 60 (H): 0.11, atom 61 (H): 0.10, atom 62 (C): -0.08, atom 63 (C): -0.04, atom 64 (C): -0.03, atom 65 (C): -0.06, atom 66 (C): -0.13, atom 67 (H): 0.12, atom 68 (H): 0.12, atom 69 (H): 0.13, atom 70 (H): 0.12, atom 71 (H): 0.02, atom 72 (H): -0.01, atom 73 (H): 0.13, atom 74 (C): -0.25, atom 75 (C): -0.14, atom 76 (C): -0.25, atom 77 (C): -0.01, atom 78 (C): -0.07, atom 79 (C): -0.05, atom 80 (C): -0.07, atom 81 (C): 0.00, atom 82 (H): 0.11, atom 83 (H): 0.10, atom 84 (H): 0.12, atom 85 (H): 0.10, atom 86 (H): 0.13



Record 4
C3H5Cl2NOS2 as an isolated structure in a non-equilibrium geometry. Source: the Open Molecules 2025 dataset; level of theory: wB97M-V/def2-TZVPD.

Its LUMO energy is -0.030 Eh. The value obtained for the frontier orbital gap is 7.731 eV.

The geometry in ORCA input format:
```
! RIJCOSX wB97M-V def2-TZVPD def2/J DEFGRID3
* xyz 0 1
C 1.7276 0.9225 -0.5345
C 1.3248 0.7365 0.9302
C -1.7385 -0.5706 0.9089
H 2.7467 0.7283 -0.6250
H 2.1739 1.2314 1.6266
H -0.4804 -0.2043 -1.9963
H -1.5198 -2.3283 -0.1517
H -1.7545 0.5137 0.7206
N -1.6362 -1.3570 -0.2668
O -1.6675 -1.0220 2.0494
S 0.2670 -0.2309 1.6631
S -1.7182 -0.6442 -1.7730
Cl 0.9837 -0.2944 -1.4987
Cl 1.2915 2.5193 -1.0529
*
```

Partial atomic charges computed with the Löwdin method, in multiples of e: atom 1 (C): -1.15, atom 2 (C): -0.63, atom 3 (C): -0.61, atom 4 (H): 0.04, atom 5 (H): 0.11, atom 6 (H): -0.39, atom 7 (H): 0.08, atom 8 (H): 0.10, atom 9 (N): -0.41, atom 10 (O): -0.21, atom 11 (S): 0.98, atom 12 (S): 0.71, atom 13 (Cl): 0.72, atom 14 (Cl): 0.65



Record 5
A 8-piece molecular cluster, C26H42Cl3F12N3O11 overall in a non-equilibrium geometry. Source: the Open Molecules 2025 dataset; level of theory: wB97M-V/def2-TZVPD.

Its LUMO energy is 0.016 Eh. The structure (SMILES) is CCOC(=O)C(F)(F)F.CCOC(=O)C(F)(F)F.CCOC(=O)C(F)(F)F.CCOC(=O)C(F)(F)F.ClC(Cl)Cl.CN(C)C=O.CN(C)C=O.CN(C)C=O. The value obtained for the frontier orbital gap is 9.569 eV.

The geometry in ORCA input format:
```
! RIJCOSX wB97M-V def2-TZVPD def2/J DEFGRID3
* xyz 0 1
C 0.9691 0.1408 5.4245
O 0.0527 -0.6507 5.5823
N 0.9024 1.2837 4.7126
C 2.0656 2.1345 4.5237
C -0.3384 1.8258 4.2172
H 1.9776 -0.0236 5.8475
H 1.8567 3.1193 4.9573
H 2.1981 2.3475 3.4596
H 2.9830 1.7221 4.9222
H -0.4340 2.8700 4.5134
H -0.4178 1.7507 3.1316
H -1.2174 1.2748 4.5483
C -2.7984 -0.1576 -5.0296
O -3.7608 0.0101 -5.7400
N -1.5396 0.2791 -5.3425
C -1.2639 1.1910 -6.4084
C -0.4213 -0.0164 -4.4950
H -2.8154 -0.7934 -4.1343
H -2.1056 1.4183 -7.0591
H -0.3785 1.0180 -7.0220
H -1.0488 2.1793 -5.9649
H 0.3485 -0.5059 -5.1052
H -0.0279 0.8783 -4.0030
H -0.5708 -0.7824 -3.7321
C 5.0610 -0.9408 3.7498
O 4.5867 0.1708 3.7293
N 4.3647 -2.1073 3.6310
C 4.9122 -3.4300 3.7452
C 2.9203 -2.1304 3.5092
H 6.1593 -1.0694 3.7958
H 4.5255 -4.0066 4.5857
H 6.0042 -3.4073 3.8077
H 4.7703 -4.0105 2.8267
H 2.7180 -2.7586 2.6385
H 2.4479 -2.4960 4.4297
H 2.3662 -1.1995 3.3951
C -3.7235 -7.2112 -4.0131
C -2.2267 -6.9737 -4.0962
O -1.7747 -6.1528 -3.0279
C -1.7445 -4.8400 -3.2382
O -2.0492 -4.2767 -4.2282
C -1.1884 -4.1704 -1.9568
F -1.6605 -2.9155 -1.9439
F -1.6173 -4.7644 -0.8470
F 0.1390 -4.1896 -1.9570
H -4.0017 -7.6785 -3.0684
H -3.9749 -7.9602 -4.7688
H -4.2908 -6.3036 -4.2085
H -1.9799 -6.5705 -5.0796
H -1.7412 -7.9490 -4.0609
C -1.7603 5.0068 1.4464
C -0.2860 4.6058 1.5291
O 0.5815 5.7096 1.2882
C 1.8650 5.5966 1.5530
O 2.3843 4.7629 2.2323
C 2.6746 6.7308 0.8752
F 2.0194 7.2754 -0.1409
F 2.9490 7.7160 1.7424
F 3.8429 6.2311 0.4911
H -2.4290 4.1595 1.5393
H -1.8890 5.6458 0.5707
H -1.9738 5.7290 2.2414
H -0.1022 3.8950 0.7237
H -0.0578 4.1132 2.4718
C -1.0961 -4.9049 2.8298
C -0.5364 -3.6583 3.5357
O -1.6029 -2.7576 3.8346
C -2.1622 -2.0956 2.8258
O -1.8861 -2.2383 1.6769
C -3.3809 -1.3355 3.3601
F -3.5134 -0.1772 2.7379
F -4.4409 -2.1060 3.0965
F -3.3783 -1.1183 4.6539
H -0.3804 -5.7254 2.9054
H -1.3625 -4.6755 1.8018
H -1.9728 -5.2883 3.3527
H 0.2426 -3.0980 3.0208
H -0.1055 -3.9987 4.4752
C -1.7514 4.8464 -3.9745
C -0.7693 4.0398 -3.1722
O 0.4525 3.7735 -3.8835
C 1.5088 3.3576 -3.1920
O 1.7269 3.5582 -2.0425
C 2.5310 2.5956 -4.0852
F 2.1676 2.3265 -5.3305
F 3.6533 3.3023 -4.1071
F 2.6960 1.4105 -3.4742
H -1.3350 5.8392 -4.1711
H -2.6476 5.0863 -3.4059
H -1.9403 4.4216 -4.9607
H -1.0846 3.1170 -2.6894
H -0.4593 4.7129 -2.3613
C -0.1600 -0.0199 -0.1765
Cl 1.0895 -0.2898 -1.3778
Cl -0.8395 1.5807 -0.5550
Cl 0.5867 -0.0105 1.4179
H -0.8847 -0.8192 -0.2824
*
```

Partial atomic charges computed with the Löwdin method, in multiples of e: atom 1 (C): -0.35, atom 2 (O): 0.00, atom 3 (N): -0.18, atom 4 (C): -0.05, atom 5 (C): -0.07, atom 6 (H): 0.14, atom 7 (H): 0.09, atom 8 (H): 0.08, atom 9 (H): 0.07, atom 10 (H): 0.09, atom 11 (H): 0.03, atom 12 (H): 0.09, atom 13 (C): -0.32, atom 14 (O): 0.02, atom 15 (N): -0.19, atom 16 (C): -0.05, atom 17 (C): -0.09, atom 18 (H): 0.13, atom 19 (H): 0.09, atom 20 (H): 0.09, atom 21 (H): 0.08, atom 22 (H): 0.10, atom 23 (H): 0.06, atom 24 (H): 0.06, atom 25 (C): -0.33, atom 26 (O): 0.02, atom 27 (N): -0.19, atom 28 (C): -0.08, atom 29 (C): -0.07, atom 30 (H): 0.14, atom 31 (H): 0.09, atom 32 (H): 0.09, atom 33 (H): 0.09, atom 34 (H): 0.09, atom 35 (H): 0.09, atom 36 (H): 0.05, atom 37 (C): -0.06, atom 38 (C): -0.21, atom 39 (O): 0.04, atom 40 (C): -0.40, atom 41 (O): 0.19, atom 42 (C): -0.55, atom 43 (F): 0.15, atom 44 (F): 0.17, atom 45 (F): 0.18, atom 46 (H): 0.08, atom 47 (H): 0.08, atom 48 (H): 0.08, atom 49 (H): 0.13, atom 50 (H): 0.13, atom 51 (C): -0.05, atom 52 (C): -0.21, atom 53 (O): 0.04, atom 54 (C): -0.39, atom 55 (O): 0.17, atom 56 (C): -0.56, atom 57 (F): 0.18, atom 58 (F): 0.16, atom 59 (F): 0.18, atom 60 (H): 0.08, atom 61 (H): 0.08, atom 62 (H): 0.08, atom 63 (H): 0.08, atom 64 (H): 0.10, atom 65 (C): -0.04, atom 66 (C): -0.18, atom 67 (O): 0.02, atom 68 (C): -0.40, atom 69 (O): 0.14, atom 70 (C): -0.58, atom 71 (F): 0.18, atom 72 (F): 0.17, atom 73 (F): 0.20, atom 74 (H): 0.08, atom 75 (H): 0.05, atom 76 (H): 0.09, atom 77 (H): 0.11, atom 78 (H): 0.12, atom 79 (C): -0.05, atom 80 (C): -0.22, atom 81 (O): 0.02, atom 82 (C): -0.41, atom 83 (O): 0.17, atom 84 (C): -0.56, atom 85 (F): 0.17, atom 86 (F): 0.19, atom 87 (F): 0.12, atom 88 (H): 0.09, atom 89 (H): 0.09, atom 90 (H): 0.07, atom 91 (H): 0.07, atom 92 (H): 0.12, atom 93 (C): -1.47, atom 94 (Cl): 0.59, atom 95 (Cl): 0.59, atom 96 (Cl): 0.62, atom 97 (H): 0.00



Record 6
A 2-piece molecular cluster, C6H10O overall. Source: the Open Molecules 2025 dataset; level of theory: wB97M-V/def2-TZVPD.

Its LUMO energy is 0.032 Eh. The structure (SMILES) is C=C1C[C@@]2(O)C[C@@H]12.[H][H]. The value obtained for the frontier orbital gap is 9.947 eV.

The geometry in ORCA input format:
```
! RIJCOSX wB97M-V def2-TZVPD def2/J DEFGRID3
* xyz 0 1
C 0.3057 -1.1477 1.9158
C 0.1581 -0.4323 0.8080
C 0.1423 1.0611 0.5011
C 0.1170 0.6914 -0.9847
O -0.6025 1.3845 -1.9399
C 1.2245 -0.2424 -1.3480
C -0.0023 -0.7812 -0.6390
H 0.4648 -0.6744 2.8815
H 0.2836 -2.2349 1.8846
H -2.3038 -0.4332 1.2231
H -2.7480 -0.0872 0.7301
H 0.9662 1.6793 0.8754
H -0.8242 1.4953 0.7832
H 0.0059 1.9899 -2.3834
H 1.2676 -0.4899 -2.4052
H 2.1826 -0.2317 -0.8302
H -0.6377 -1.5465 -1.0724
*
```

Partial atomic charges computed with the Löwdin method, in multiples of e: atom 1 (C): 0.04, atom 2 (C): -0.33, atom 3 (C): -0.05, atom 4 (C): -0.47, atom 5 (O): 0.04, atom 6 (C): -0.02, atom 7 (C): -0.14, atom 8 (H): 0.06, atom 9 (H): 0.06, atom 10 (H): 0.04, atom 11 (H): 0.06, atom 12 (H): 0.12, atom 13 (H): 0.11, atom 14 (H): 0.11, atom 15 (H): 0.11, atom 16 (H): 0.11, atom 17 (H): 0.14